Record 1
ORCA calculation (the ωB97M-V functional and the def2-TZVPD basis) on C59H51AsN7OPdS4 as an isolated structure.

```
124
C59H51AsN7OPdS4 (the ωB97M-V functional and the def2-TZVPD basis)
Pd -0.45489 1.49322 -0.22270
S -2.77111 2.31395 0.48624
C -2.50900 3.24671 1.95697
C -3.58832 3.54036 2.80020
C -3.40876 4.26985 3.95651
C -2.14777 4.73663 4.32264
C -1.06773 4.45999 3.50516
C -1.25228 3.72183 2.34071
As 0.18080 3.32790 1.13920
C 0.46226 4.90231 0.07131
C -0.59739 5.78239 -0.12805
C -0.44640 6.85468 -0.99730
C 0.75369 7.04493 -1.66252
C 1.81228 6.16993 -1.45780
C 1.66894 5.09552 -0.59235
C 1.79248 3.21853 2.19682
C 2.30193 1.98751 2.59559
C 3.42743 1.94266 3.40670
C 4.05058 3.11281 3.81187
C 3.54978 4.34034 3.40731
C 2.42283 4.39529 2.59961
H -4.57103 3.18087 2.53209
H -4.26140 4.47609 4.58611
H -2.01499 5.30580 5.23011
H -0.07915 4.80903 3.78417
H -1.53804 5.62798 0.39011
H -1.26644 7.54264 -1.14757
H 0.86873 7.88412 -2.33506
H 2.75381 6.32839 -1.96512
H 2.49444 4.40547 -0.44536
H 1.81977 1.07088 2.27589
H 3.82060 0.98469 3.71964
H 4.92912 3.07268 4.43997
H 4.03423 5.25529 3.71776
H 2.03940 5.35961 2.28026
N 0.04213 0.07447 1.38518
S -0.26624 -1.25417 1.86574
N 0.38575 -2.55971 1.05890
S -0.25975 -3.36183 -0.07655
N -1.02209 -2.73829 -1.26966
S -0.58942 -1.31706 -2.00532
N -1.08123 -0.05706 -1.49228
C 1.17874 -1.48999 -2.21955
C 1.97388 -0.75718 -1.35752
C 3.35390 -0.84169 -1.47991
C 3.92016 -1.65010 -2.44799
C 3.10955 -2.38642 -3.30624
C 1.73317 -2.30748 -3.19759
C -1.25712 -1.65998 -3.62102
C -1.65076 -2.91037 -4.06031
C -2.15697 -3.04246 -5.34467
C -2.25883 -1.93523 -6.17179
C -1.86324 -0.68466 -5.71991
C -1.36466 -0.53920 -4.43562
C -1.41247 -4.57448 0.52030
C -0.92673 -5.44898 1.48921
C -1.77596 -6.40861 2.01121
C -3.09013 -6.48016 1.56459
C -3.55507 -5.59998 0.60323
C -2.71444 -4.63383 0.06565
C 1.10802 -4.32569 -0.67049
C 2.39084 -4.12476 -0.20360
C 3.41628 -4.88653 -0.74822
C 3.14833 -5.82274 -1.73163
C 1.85003 -6.01189 -2.19070
C 0.81846 -5.25789 -1.66200
C -1.98070 -1.70203 2.04755
C -2.44994 -2.49886 3.08305
C -3.80549 -2.76292 3.16090
C -4.67737 -2.22647 2.22082
C -4.19537 -1.43057 1.19628
C -2.83783 -1.16087 1.10201
C 0.43521 -1.56549 3.47152
C 0.32205 -0.49196 4.35119
C 0.86177 -0.60502 5.62296
C 1.51374 -1.77125 5.99851
C 1.62589 -2.82888 5.10995
C 1.08129 -2.73223 3.83679
H 1.52372 -0.11695 -0.59713
H 3.97884 -0.25743 -0.82158
H 4.99458 -1.70463 -2.54601
H 3.54893 -3.01577 -4.06584
H 1.10699 -2.87017 -3.87364
H -1.57297 -3.76560 -3.40493
H -2.47657 -4.01254 -5.69649
H -2.65993 -2.04499 -7.16934
H -1.95434 0.17794 -6.36141
H -1.08403 0.42894 -4.04770
H 0.09904 -5.38452 1.81841
H -1.41498 -7.09884 2.75948
H -3.75247 -7.23040 1.97178
H -4.58023 -5.65857 0.26705
H -3.06138 -3.93387 -0.67793
H 2.58224 -3.38010 0.55351
H 4.42795 -4.73884 -0.40299
H 3.95299 -6.41208 -2.14437
H 1.64463 -6.74524 -2.95593
H -0.19581 -5.39504 -2.00726
H -1.77924 -2.89912 3.83091
H -4.18259 -3.37691 3.96553
H -5.73736 -2.42006 2.29996
H -4.87223 -0.99251 0.47828
H -2.45020 -0.51986 0.31774
H -0.16445 0.41691 4.03169
H 0.78010 0.22023 6.31337
H 1.94088 -1.85372 6.98817
H 2.14375 -3.73084 5.40469
H 1.17013 -3.54738 3.13316
C 2.90166 3.25257 -4.01580
N 1.51030 3.41107 -3.65115
C 0.65453 4.16126 -4.39009
C -0.63617 4.32130 -4.03672
C -1.05771 3.66963 -2.82912
N -0.22976 2.91707 -2.13530
C 1.07055 2.76172 -2.50630
O 1.84247 2.07935 -1.85123
N -2.29866 3.81568 -2.36378
H 3.11341 3.91641 -4.85122
H 3.10521 2.22015 -4.29695
H 3.53199 3.51253 -3.16540
H 1.07532 4.62958 -5.26801
H -1.30229 4.93507 -4.61669
H -2.96399 4.37723 -2.86513
H -2.55860 3.39099 -1.47043
```

Computed properties:
highest occupied orbital energy (spin up / spin down) = -0.31263 / -0.31716 hartree
net charge = +1
relative energy (zero: lowest compared OMol25 entry of this formula, charge and spin) = 4.1 kcal/mol
gap between HOMO and LUMO (spin up / spin down) = 6.54 / 6.52 eV
molar mass = 1183.715 g/mol
strongest force on any atom = 0.73 eV Å⁻¹


Record 2
ORCA calculation (the ωB97M-V functional and the def2-TZVPD basis) on a 2-piece molecular cluster, C31H50Br3FIN5O5 overall in a non-equilibrium geometry.

```
96
C31H50Br3FIN5O5 (the ωB97M-V functional and the def2-TZVPD basis)
C 4.26823 0.28636 1.86568
C 4.20276 0.41797 0.35124
C 3.63203 -0.82444 -0.35032
C 2.43435 -1.49422 0.32281
N 1.33546 -0.65883 0.77206
C 0.76708 0.36203 -0.05232
N 0.41217 1.49133 0.76999
C -0.01265 2.70447 0.08931
C -0.79167 3.50932 1.14712
C -0.72383 5.06083 1.12199
C -2.05558 5.72237 1.44905
O -2.38813 6.75259 0.92233
N -2.90457 5.07700 2.38029
C -4.07661 4.44958 1.85119
C -4.48649 4.57228 0.53252
C -5.60599 3.90141 0.07695
C -6.35210 3.10133 0.92677
C -5.96031 3.00823 2.25475
C -4.83851 3.66993 2.71048
C 1.26865 3.46877 -0.39222
C 2.15793 3.90380 0.72531
O 2.76686 3.22632 1.49157
F 2.24643 5.25564 0.83207
C -0.76996 2.33484 -1.20564
C -1.67247 3.44564 -1.72994
N -0.95991 4.14455 -2.80855
N -1.40425 0.96745 -1.25712
I -3.15260 1.07526 0.00204
C -2.03907 0.86799 -2.75701
O -1.26587 1.28350 -3.59949
O -3.17463 0.49801 -2.80005
C -0.44576 -0.16468 -0.91509
C 0.36348 -0.55920 -2.20532
C -0.12668 -1.53462 -3.26696
C 0.25283 -2.98971 -3.06079
Br 0.80681 -1.02160 -4.94412
C -1.02307 -1.46276 -0.28235
Br -2.58559 -2.19315 -1.26151
C -1.40918 -1.75841 1.21245
C -0.64178 -3.00930 1.66699
Br -1.23585 -0.48104 2.68028
H 3.29736 0.35483 2.35152
H 4.70711 -0.67545 2.13916
H 4.89803 1.05291 2.31280
H 5.22310 0.57665 0.00123
H 3.63279 1.29186 0.03526
H 4.42876 -1.57148 -0.39215
H 3.43475 -0.57173 -1.39463
H 2.79347 -2.07318 1.17168
H 2.05997 -2.25642 -0.37204
H 1.36105 -0.44647 1.75283
H 1.54561 0.73094 -0.73854
H 1.04809 1.65671 1.53461
H -0.39193 3.20503 2.11526
H -1.84011 3.23821 1.16699
H -0.43778 5.48059 0.16317
H -0.02184 5.43499 1.86731
H -2.37171 4.35787 2.85653
H -3.95107 5.19360 -0.16954
H -5.89196 3.99267 -0.96108
H -7.22081 2.57639 0.55975
H -6.55821 2.41048 2.92809
H -4.56355 3.54710 3.74940
H 1.83574 2.84972 -1.08650
H 0.96496 4.33670 -0.97517
H 0.00219 2.24840 -1.96878
H -2.64678 3.10856 -2.09186
H -1.89173 4.21338 -0.99152
H -0.90188 3.55038 -3.62619
H -1.39701 5.02869 -3.01876
H 1.34635 -0.91410 -1.90550
H 0.57847 0.38044 -2.70504
H -1.16477 -1.45729 -3.56074
H 1.32724 -3.16015 -3.01353
H -0.21686 -3.45536 -2.19379
H -0.11573 -3.53751 -3.92672
H -0.27148 -2.20455 -0.51908
H -2.44643 -2.05753 1.26850
H -1.11621 -3.36017 2.58264
H -0.71557 -3.79481 0.91647
H 0.38387 -2.77302 1.92928
C 3.70245 -7.92146 1.31659
C 2.82879 -6.73875 1.69771
O 2.81378 -5.69689 0.73833
C 2.34321 -6.04245 -0.55225
C 0.91218 -6.55585 -0.56698
H 4.72873 -7.59652 1.14160
H 3.70096 -8.66037 2.11815
H 3.35126 -8.41555 0.40984
H 3.21270 -6.28353 2.61074
H 1.80797 -7.07105 1.91867
H 3.02056 -6.76071 -1.02726
H 2.40323 -5.12608 -1.14136
H 0.79274 -7.47881 0.00102
H 0.59268 -6.75419 -1.59059
H 0.24135 -5.81257 -0.13202
```

Computed properties:
highest occupied orbital energy = -0.32563 hartree
SMILES = CCCCN[C@@H]1N[C@@](CCC(=O)Nc2ccccc2)(CC(=O)F)[C@H](CN)[N@@+](I)(C(=O)[O-])[C@]1(C[C@H](C)Br)[C@H](Br)[C@@H](C)Br.CCOCC
gap between HOMO and LUMO = 7.70 eV
molar mass = 958.385 g/mol
strongest force on any atom = 2.17 eV Å⁻¹